Here is a cluster of 5 separate species, C50H72B2ClF4N2O6 in total at a distorted geometry from OMol25. Energies are from the ωB97M-V functional and the def2-TZVPD basis.

The LUMO energy comes out at -4.38 eV. The value obtained for the max |F| is 8.4 eV/Å. Its spin multiplicity is 1. Its total charge is +1.

Cartesian coordinates (Å):
C1 -0.327 -2.046 -6.688
C2 -1.405 -2.552 -5.798
C3 -2.280 -1.720 -4.705
N1 -1.599 -1.408 -3.381
C4 -2.741 -0.837 -2.594
C5 -2.529 0.551 -1.783
C6 -3.527 0.707 -0.450
Cl1 -3.121 1.919 -2.951
C7 -1.383 -2.752 -2.640
C8 -0.398 -2.564 -1.297
C9 -1.144 -2.365 0.165
C10 -1.834 -3.717 0.775
C11 -3.077 -3.241 1.790
C12 -4.545 -3.245 1.038
O1 -4.735 -3.061 -0.281
O2 -5.785 -3.510 1.841
B1 0.425 -3.965 -1.056
O3 0.093 -5.293 -1.653
O4 1.601 -3.992 -0.115
C13 0.438 -1.219 -1.839
C14 2.089 -1.230 -1.704
C15 2.415 -0.887 -0.109
C16 3.971 -1.160 0.325
C17 4.011 -1.919 1.798
C18 3.976 -0.898 3.080
C19 2.633 0.046 3.156
C20 2.552 0.988 4.522
C21 2.055 0.118 5.818
C22 0.671 0.647 6.522
C23 0.555 2.275 6.692
C24 -0.445 3.017 5.627
O5 -0.875 2.187 4.491
C25 -1.413 3.001 3.386
C26 -0.204 -0.846 -3.341
B2 0.183 0.586 -4.041
N2 -0.514 1.141 -5.303
O6 1.217 1.523 -3.474
H1 0.786 -2.194 -6.308
H2 -0.466 -1.592 -7.757
H3 -1.639 -3.719 -5.904
H4 -3.257 -2.381 -4.513
H5 -2.694 -0.749 -5.263
H6 -3.676 -0.634 -3.311
H7 -3.158 -1.629 -1.803
H8 -1.436 0.853 -1.515
H9 -2.973 0.355 0.546
H10 -4.476 0.007 -0.607
H11 -3.802 1.834 -0.285
H12 -2.296 -3.479 -2.552
H13 -0.637 -3.415 -3.296
H14 -0.419 -1.941 1.009
H15 -1.979 -1.554 0.031
H16 -2.369 -4.404 -0.037
H17 -1.119 -4.355 1.487
H18 -3.145 -4.099 2.617
H19 -2.833 -2.257 2.375
H20 -5.621 -3.144 2.763
H21 0.930 -5.876 -1.586
H22 1.244 -4.511 0.668
H23 0.179 -0.470 -0.945
H24 2.602 -2.204 -2.093
H25 2.605 -0.339 -2.308
H26 1.657 -1.396 0.632
H27 2.240 0.288 0.010
H28 4.495 -0.105 0.484
H29 4.549 -1.778 -0.502
H30 5.058 -2.482 1.842
H31 3.188 -2.752 1.839
H32 3.942 -1.589 4.053
H33 4.979 -0.269 3.200
H34 2.678 0.784 2.249
H35 1.703 -0.648 3.008
H36 1.857 1.899 4.253
H37 3.618 1.439 4.814
H38 2.916 0.147 6.638
H39 1.954 -0.999 5.482
H40 0.673 0.201 7.629
H41 -0.275 0.145 6.002
H42 1.635 2.716 6.565
H43 0.229 2.501 7.812
H44 0.171 3.927 5.163
H45 -1.348 3.485 6.248
H46 -2.401 3.576 3.676
H47 -0.562 3.714 2.974
H48 -1.723 2.244 2.527
H49 0.462 -1.593 -3.996
H50 -1.550 1.101 -5.213
H51 -0.154 0.683 -6.167
H52 1.986 1.425 -4.127
F1 -7.276 -0.382 -6.679
C27 -7.163 -1.514 -5.972
C28 -7.477 -2.729 -6.571
C29 -7.355 -3.908 -5.836
C30 -6.931 -3.858 -4.506
C31 -6.623 -2.633 -3.912
C32 -6.735 -1.455 -4.651
H53 -7.813 -2.747 -7.603
H54 -7.590 -4.864 -6.298
H55 -6.840 -4.778 -3.932
H56 -6.298 -2.596 -2.876
H57 -6.491 -0.495 -4.207
F2 3.203 2.861 8.420
C33 4.022 3.859 8.063
C34 5.217 3.566 7.415
C35 6.067 4.606 7.039
C36 5.718 5.928 7.326
C37 4.519 6.212 7.982
C38 3.664 5.172 8.348
H58 5.475 2.533 7.207
H59 7.000 4.388 6.525
H60 6.384 6.738 7.037
H61 4.252 7.241 8.208
H62 2.724 5.376 8.850
F3 -6.131 5.948 -8.369
C39 -6.019 4.815 -7.662
C40 -6.333 3.600 -8.261
C41 -6.211 2.421 -7.526
C42 -5.787 2.471 -6.196
C43 -5.479 3.696 -5.602
C44 -5.590 4.874 -6.341
H63 -6.668 3.582 -9.293
H64 -6.446 1.465 -7.988
H65 -5.696 1.551 -5.622
H66 -5.153 3.733 -4.566
H67 -5.347 5.834 -5.897
F4 6.827 1.266 3.060
C45 7.983 0.656 2.766
C46 8.792 1.172 1.759
C47 9.998 0.540 1.457
C48 10.377 -0.608 2.158
C49 9.555 -1.120 3.163
C50 8.355 -0.482 3.473
H68 8.477 2.059 1.220
H69 10.641 0.939 0.677
H70 11.315 -1.103 1.918
H71 9.850 -2.016 3.704
H72 7.709 -0.861 4.258

Here is a cluster of 7 separate species, C50H76BN7O4P in total at a distorted geometry from OMol25. Energies are from the ωB97M-V functional and the def2-TZVPD basis.

The LUMO energy comes out at 1.69 eV. The value obtained for the max |F| is 4.7 eV/Å. Its spin multiplicity is 1. Its total charge is -1.

Cartesian coordinates (Å):
C1 3.829 -0.731 4.697
C2 3.156 -1.130 3.218
C3 4.087 -2.184 2.376
C4 3.707 -2.334 0.789
C5 2.243 -1.701 0.369
C6 2.291 -0.131 -0.103
C7 0.757 0.313 -0.474
C8 0.133 1.509 0.459
C9 -1.497 1.358 0.424
B1 -2.146 0.765 1.853
C10 -2.256 2.059 2.860
N1 -2.197 1.712 4.345
C11 -3.576 0.074 1.434
C12 -4.857 0.475 2.371
C13 -4.918 -0.252 3.835
P1 -5.678 -2.045 3.780
O1 -7.244 -1.840 3.771
O2 -5.214 -2.705 2.238
C14 -5.823 -4.016 1.975
C15 -4.618 -5.145 2.127
O3 -5.036 -2.867 5.169
C16 -6.018 -3.735 5.832
C17 -6.037 -5.289 5.214
C18 -1.096 -0.355 2.527
O4 -1.772 -1.356 3.366
C19 -1.236 -2.712 3.168
C20 -1.679 -3.407 1.725
H1 4.974 -0.464 4.505
H2 3.692 -1.620 5.448
H3 3.315 0.272 5.033
H4 2.952 -0.107 2.687
H5 2.133 -1.674 3.439
H6 5.220 -1.902 2.468
H7 3.971 -3.239 2.921
H8 3.623 -3.505 0.576
H9 4.543 -1.947 0.046
H10 1.410 -1.928 1.193
H11 1.889 -2.322 -0.587
H12 2.854 0.593 0.625
H13 2.902 -0.105 -1.126
H14 0.682 0.651 -1.593
H15 0.065 -0.654 -0.382
H16 0.607 1.611 1.523
H17 0.384 2.531 -0.106
H18 -1.948 2.459 0.333
H19 -1.789 0.711 -0.510
H20 -3.164 2.793 2.610
H21 -1.282 2.719 2.656
H22 -1.560 2.349 4.872
H23 -3.181 1.831 4.722
H24 -3.385 -1.081 1.334
H25 -3.844 0.446 0.332
H26 -5.012 1.644 2.508
H27 -5.827 0.110 1.778
H28 -3.908 -0.294 4.422
H29 -5.685 0.371 4.497
H30 -6.211 -4.130 0.852
H31 -6.752 -4.217 2.657
H32 -5.028 -6.154 2.563
H33 -4.025 -5.342 1.137
H34 -3.854 -4.697 2.903
H35 -7.096 -3.292 5.930
H36 -5.627 -3.876 6.951
H37 -4.973 -5.638 4.849
H38 -6.898 -5.463 4.440
H39 -6.287 -5.978 6.155
H40 -0.327 0.211 3.243
H41 -0.441 -0.907 1.730
H42 -1.750 -3.393 4.003
H43 -0.066 -2.755 3.316
H44 -0.968 -2.910 0.906
H45 -1.462 -4.566 1.723
H46 -2.780 -3.173 1.408
N2 2.748 4.654 -0.980
C21 2.520 3.657 -1.863
C22 3.524 2.900 -2.446
C23 4.843 3.183 -2.108
C24 5.110 4.206 -1.203
C25 4.039 4.905 -0.670
H47 1.475 3.476 -2.097
H48 3.283 2.109 -3.147
H49 5.656 2.612 -2.547
H50 6.127 4.451 -0.920
H51 4.195 5.709 0.043
N3 -0.710 -0.789 -3.637
C26 -2.041 -0.765 -3.403
C27 -2.967 -0.216 -4.275
C28 -2.502 0.348 -5.459
C29 -1.137 0.340 -5.727
C30 -0.289 -0.236 -4.795
H52 -2.353 -1.214 -2.465
H53 -4.024 -0.227 -4.037
H54 -3.198 0.789 -6.167
H55 -0.744 0.772 -6.641
H56 0.784 -0.270 -4.961
N4 -4.448 -7.941 5.365
C31 -4.794 -9.133 5.899
C32 -4.050 -10.292 5.746
C33 -2.880 -10.228 4.996
C34 -2.498 -9.015 4.431
C35 -3.307 -7.910 4.644
H57 -5.717 -9.133 6.473
H58 -4.374 -11.221 6.199
H59 -2.271 -11.115 4.853
H60 -1.593 -8.932 3.841
H61 -3.050 -6.940 4.227
N5 5.853 2.915 -5.100
C36 4.983 3.422 -6.001
C37 5.366 4.032 -7.185
C38 6.725 4.133 -7.463
C39 7.646 3.622 -6.554
C40 7.166 3.027 -5.399
H62 3.934 3.322 -5.737
H63 4.624 4.419 -7.873
H64 7.064 4.605 -8.380
H65 8.712 3.686 -6.741
H66 7.845 2.610 -4.660
N6 -0.747 1.190 -9.267
C41 -1.617 1.696 -10.168
C42 -1.234 2.306 -11.351
C43 0.125 2.407 -11.629
C44 1.046 1.897 -10.721
C45 0.566 1.301 -9.565
H67 -2.666 1.596 -9.904
H68 -1.976 2.693 -12.040
H69 0.464 2.880 -12.547
H70 2.112 1.960 -10.908
H71 1.245 0.884 -8.827
N7 5.358 7.942 1.039
C46 6.465 8.714 1.000
C47 6.597 9.907 1.692
C48 5.528 10.338 2.471
C49 4.374 9.565 2.530
C50 4.337 8.385 1.805
H72 7.270 8.337 0.376
H73 7.511 10.487 1.626
H74 5.595 11.269 3.027
H75 3.523 9.874 3.127
H76 3.460 7.745 1.821

Here is a structure of composition C50H79AsN3O3P3S3SbSi2Ti at a distorted geometry from OMol25. Energies are from the ωB97M-V functional and the def2-TZVPD basis.

The LUMO energy comes out at 1.07 eV. The value obtained for the max |F| is 1.1 eV/Å. Its spin multiplicity is 1. Its total charge is -1. The energy above the lowest of the compared OMol25 structures with the same formula, charge and spin is 2.0745 eV.

Cartesian coordinates (Å):
Ti1 0.086 0.387 -0.177
C1 2.956 2.330 1.783
N1 3.508 1.004 1.507
P1 2.710 0.621 -0.680
C2 4.243 -0.442 -1.021
C3 5.213 -0.759 -0.071
C4 6.353 -1.477 -0.420
C5 6.563 -1.875 -1.731
C6 5.620 -1.541 -2.694
C7 4.474 -0.841 -2.340
C8 3.471 2.132 -1.426
C9 2.897 2.786 -2.509
C10 3.558 3.843 -3.125
C11 4.786 4.277 -2.647
C12 5.361 3.633 -1.560
C13 4.714 2.559 -0.964
P2 2.453 -0.105 2.227
C14 2.756 0.100 4.039
C15 3.866 0.784 4.526
C16 4.049 0.959 5.894
C17 3.129 0.440 6.796
C18 2.024 -0.259 6.323
C19 1.842 -0.417 4.955
C20 3.246 -1.793 2.033
C21 3.832 -2.491 3.096
C22 4.271 -3.804 2.954
C23 4.146 -4.459 1.736
C24 3.575 -3.784 0.666
C25 3.123 -2.481 0.822
H1 3.650 3.106 1.452
H2 2.766 2.509 2.851
H3 2.002 2.509 1.263
H4 5.077 -0.424 0.944
H5 7.077 -1.727 0.347
H6 7.452 -2.432 -2.002
H7 5.775 -1.822 -3.729
H8 3.749 -0.601 -3.105
H9 1.959 2.424 -2.902
H10 3.107 4.324 -3.986
H11 5.298 5.104 -3.126
H12 6.326 3.953 -1.184
H13 5.187 2.030 -0.146
H14 4.588 1.166 3.812
H15 4.914 1.503 6.256
H16 3.268 0.583 7.860
H17 1.302 -0.671 7.018
H18 0.979 -0.968 4.591
H19 3.958 -2.011 4.056
H20 4.717 -4.312 3.802
H21 4.484 -5.483 1.622
H22 3.470 -4.272 -0.296
H23 2.664 -2.001 -0.033
C26 -4.814 -1.542 -4.971
C27 -3.979 -1.048 -3.810
O1 -2.735 -0.558 -4.314
P3 -1.314 -0.706 -3.482
S1 1.460 -0.133 -2.201
S2 -1.933 -0.026 -1.588
O2 -1.330 -2.350 -3.161
C28 -0.833 -3.164 -4.226
C29 -0.810 -4.597 -3.748
H24 -5.765 -1.940 -4.608
H25 -4.287 -2.333 -5.507
H26 -5.017 -0.731 -5.672
H27 -3.803 -1.852 -3.094
H28 -4.484 -0.235 -3.284
H29 0.171 -2.829 -4.507
H30 -1.478 -3.060 -5.105
H31 -0.056 -4.737 -2.970
H32 -0.575 -5.270 -4.576
H33 -1.783 -4.874 -3.338
C30 -4.195 -3.230 3.278
C31 -4.932 -2.248 2.355
Sb1 -3.528 -1.394 0.920
C32 -4.941 -0.051 -0.020
C33 -6.232 0.193 0.759
C34 -3.704 -3.083 -0.423
C35 -5.098 -3.373 -0.976
H34 -4.849 -3.647 4.050
H35 -3.359 -2.740 3.787
H36 -3.779 -4.071 2.715
H37 -5.364 -1.431 2.938
H38 -5.758 -2.749 1.844
H39 -5.150 -0.452 -1.012
H40 -4.396 0.880 -0.175
H41 -6.802 -0.727 0.901
H42 -6.877 0.904 0.234
H43 -6.033 0.609 1.751
H44 -3.332 -3.943 0.143
H45 -2.992 -2.895 -1.231
H46 -5.816 -3.586 -0.181
H47 -5.088 -4.242 -1.642
H48 -5.486 -2.530 -1.551
N2 0.189 -5.985 3.152
C36 0.165 -5.833 1.818
S3 0.283 -7.113 0.800
C37 0.007 -4.403 1.347
C38 0.067 -4.099 0.006
C39 0.058 -2.770 -0.390
N3 -0.038 -1.760 0.477
C40 -0.204 -2.056 1.767
C41 -0.173 -3.354 2.239
H49 0.438 -6.906 3.478
H50 0.464 -5.213 3.737
H51 0.161 -4.889 -0.727
H52 0.138 -2.496 -1.433
H53 -0.348 -1.215 2.429
H54 -0.306 -3.507 3.301
C42 -2.755 3.645 -2.919
Si1 -0.890 3.527 -2.957
C43 -0.259 5.212 -3.503
C44 -0.454 2.429 -4.412
As1 -0.293 2.823 -0.822
Si2 0.362 4.860 0.062
C45 0.665 4.898 1.913
C46 -1.154 5.970 -0.056
C47 1.827 5.753 -0.657
H55 -3.162 3.998 -3.875
H56 -3.080 4.317 -2.121
H57 -3.168 2.653 -2.706
H58 -0.885 5.521 -4.348
H59 0.775 5.140 -3.856
H60 -0.292 5.996 -2.750
H61 -0.301 3.064 -5.290
H62 -1.266 1.728 -4.629
H63 0.447 1.828 -4.257
H64 -0.215 4.574 2.472
H65 0.873 5.940 2.186
H66 1.508 4.293 2.240
H67 -1.949 5.523 0.550
H68 -1.550 6.071 -1.067
H69 -0.937 6.972 0.332
H70 2.758 5.253 -0.370
H71 1.838 6.776 -0.263
H72 1.810 5.797 -1.746
C48 -0.323 1.869 3.486
C49 -1.201 1.837 2.256
C50 -2.654 1.603 2.621
O3 -0.742 0.874 1.324
H73 -0.612 2.713 4.116
H74 0.727 1.984 3.222
H75 -0.432 0.949 4.068
H76 -1.154 2.806 1.759
H77 -2.785 0.642 3.126
H78 -3.287 1.623 1.733
H79 -2.982 2.398 3.296